Here is one molecule with the formula C18H26N6O4 from the Open Molecules 2025 dataset. Energies are from ωB97M-V/def2-TZVPD.

XYZ file:
```
54
Properties=species:S:1:pos:R:3:forces:R:3:lowdin_charge:R:1
C 1.38150 1.59689 -2.81577 0.0 0.0 0.0 -0.020
C 1.04841 2.15661 -1.47425 0.0 0.0 0.0 -0.314
N 1.14458 3.44734 -1.21836 0.0 0.0 0.0 0.082
N 0.78917 3.56304 0.07540 0.0 0.0 0.0 0.015
C 0.47029 2.38237 0.65191 0.0 0.0 0.0 -0.254
C 0.09455 2.26860 2.08932 0.0 0.0 0.0 -0.010
C 0.62024 1.43661 -0.33254 0.0 0.0 0.1 -0.154
C 0.43697 -0.03963 -0.24996 0.0 0.0 -0.1 -0.037
C 1.77370 -0.77391 -0.27821 0.0 0.0 0.1 -0.408
O 2.81406 -0.19573 0.00207 0.0 0.0 -0.1 0.061
N 1.78098 -2.09030 -0.63765 0.0 0.0 0.0 0.019
C 0.58572 -2.92055 -0.72746 0.0 0.0 0.0 -0.031
C 0.52622 -3.87292 0.46099 0.0 0.0 0.0 -0.470
O -0.48247 -4.07461 1.10505 0.0 0.0 0.0 0.065
N 1.73660 -4.42593 0.71626 0.0 0.0 0.0 0.091
C 2.80766 -4.28747 -0.25677 0.0 0.0 0.0 -0.110
C 3.05861 -2.81108 -0.55536 0.0 0.0 0.0 -0.154
C 3.86894 -2.66935 -1.85446 0.0 0.0 0.0 -0.410
O 4.04905 -3.61325 -2.60348 0.0 0.0 0.0 0.073
N 4.32270 -1.41724 -2.08065 0.0 0.0 0.0 0.125
C 5.29173 -1.14418 -3.10978 0.0 0.0 0.0 -0.214
C 4.96346 0.11486 -3.89729 0.0 0.0 0.0 -0.143
C 6.07427 0.35860 -4.90429 0.0 0.0 0.0 -0.172
C 7.39101 0.57753 -4.18536 0.0 0.0 0.0 -0.167
N 7.66698 -0.44572 -3.18370 0.0 0.0 0.0 -0.096
C 8.99972 -0.40156 -2.60989 0.0 0.0 0.0 -0.037
C 6.70137 -1.12108 -2.49725 0.0 0.0 0.0 -0.387
O 6.93475 -1.73448 -1.47189 0.0 0.0 0.0 0.075
H 2.17300 0.84743 -2.73649 0.0 0.0 0.0 0.056
H 0.51403 1.11456 -3.27254 0.0 0.0 0.0 0.082
H 1.71910 2.39334 -3.47635 0.0 0.0 0.0 0.079
H 0.78256 4.47203 0.50112 0.0 0.0 0.0 0.152
H -0.43383 1.33435 2.27256 0.0 0.0 0.0 0.075
H 0.97814 2.28161 2.72956 0.0 0.0 0.0 0.086
H -0.56045 3.08552 2.39484 0.0 0.0 0.0 0.080
H -0.08853 -0.32718 0.66513 0.0 0.0 0.0 0.132
H -0.18366 -0.37767 -1.08220 0.0 0.0 0.0 0.119
H -0.31619 -2.32328 -0.71554 0.0 0.0 0.0 0.116
H 0.60152 -3.49547 -1.65826 0.0 0.0 0.0 0.145
H 1.79058 -5.10897 1.45393 0.0 0.0 0.0 0.150
H 3.71816 -4.72562 0.14385 0.0 0.0 0.0 0.140
H 2.58150 -4.81436 -1.18491 0.0 0.0 0.0 0.123
H 3.63059 -2.35696 0.25574 0.0 0.0 0.0 0.160
H 4.19677 -0.75053 -1.32754 0.0 0.0 0.0 0.124
H 5.27588 -2.00489 -3.78356 0.0 0.0 0.0 0.160
H 3.99730 -0.00823 -4.38834 0.0 0.0 0.0 0.118
H 4.87593 0.96917 -3.21660 0.0 0.0 0.0 0.128
H 6.15724 -0.50391 -5.57144 0.0 0.0 0.0 0.122
H 5.86203 1.23042 -5.52424 0.0 0.0 0.0 0.116
H 8.21725 0.57498 -4.89955 0.0 0.0 0.0 0.120
H 7.39058 1.56408 -3.70244 0.0 0.0 0.0 0.129
H 9.15740 -1.28600 -2.00167 0.0 0.0 0.0 0.086
H 9.73423 -0.36954 -3.41492 0.0 0.0 0.0 0.087
H 9.13180 0.48328 -1.97920 0.0 0.0 0.0 0.097
```
Forces are in eV/Å.

For the relative energy (zero: lowest compared OMol25 entry of this formula, charge and spin), the calculation gives 24.8 kJ/mol. As for the total energy: -36220.936 eV. As for the SMILES: Cc1n[nH]c(C)c1CC(=O)N1CC(=O)NC[C@H]1C(=O)N[C@H]1CCCN(C)C1=O. The calculation puts the largest force on an atom at 0.1 eV/Å. Its spin multiplicity is 1.